{
  "formula": "C50H57BrN8OSeTi",
  "method": "ωB97M-V with the def2-TZVPD basis set",
  "multiplicity": 2,
  "orbital_gap_ev": [4.85, 5.13],
  "total_charge": -1,
  "homo_energy_ev": [-3.120, -3.971],
  "lumo_ha": [0.063, 0.043],
  "total_energy_ev": -225255.221,
  "de_lowest_kj_mol": 0.0,
  "elements": ["Ti", "C", "C", "C", "C", "C", "C", "C", "C", "C", "C", "C", "C", "C", "C", "C", "C", "N", "C", "C", "C", "N", "C", "C", "C", "N", "C", "C", "C", "C", "C", "C", "C", "C", "C", "C", "C", "C", "N", "C", "C", "H", "H", "H", "H", "H", "H", "H", "H", "H", "H", "H", "H", "H", "H", "H", "H", "H", "H", "H", "H", "H", "H", "H", "H", "H", "H", "H", "H", "H", "H", "H", "H", "H", "H", "H", "H", "H", "H", "H", "H", "H", "H", "H", "H", "Br", "Se", "C", "N", "C", "C", "C", "C", "C", "N", "C", "O", "N", "C", "C", "C", "C", "N", "C", "C", "C", "H", "H", "H", "H", "H", "H", "H", "H", "H", "H", "H", "H", "H"],
  "coordinates": [[-0.720034, -0.280899, 0.354299], [-2.082034, 5.288801, -1.828701], [-0.618434, 4.867201, -1.993701], [-0.518234, 3.380301, -1.894101], [-0.487434, 2.449401, -2.918401], [-0.409034, 2.689801, -4.392201], [-1.746534, 2.427301, -5.091801], [-0.594034, 1.172101, -2.303701], [-0.605934, -0.078199, -2.959601], [-1.189034, -1.179299, -2.370401], [-1.615934, -2.413799, -3.004601], [-0.997634, -2.997199, -4.234501], [-1.645934, -2.532099, -5.540601], [-2.597434, -2.938199, -2.209901], [-2.700634, -2.075899, -1.053201], [-3.631634, -2.114499, -0.038601], [-3.479634, -1.395199, 1.153799], [-2.312734, -0.751799, 1.491099], [-2.254234, -0.742999, 2.852999], [-1.145834, -0.257899, 3.584199], [-0.259934, 0.644901, 3.042899], [-0.391734, 1.052501, 1.735299], [-0.075834, 2.382501, 1.710299], [-0.286934, 3.166701, 0.599599], [-0.588134, 2.642901, -0.676401], [-0.710034, 1.308901, -0.947101], [0.453766, 2.775601, 3.006199], [0.462466, 1.662301, 3.795999], [1.124766, 1.492701, 5.122799], [0.183566, 1.386901, 6.325799], [0.795966, 4.174201, 3.402099], [-0.457634, 4.888901, 3.924799], [-3.474834, -1.237099, 3.395899], [-4.270034, -1.598899, 2.323199], [-5.706434, -2.012599, 2.318899], [-6.606134, -0.789299, 2.105599], [-3.755434, -1.439999, 4.846999], [-3.178534, -2.785799, 5.296799], [-1.754634, -1.088999, -1.128201], [-3.430934, -4.160199, -2.424201], [-4.706834, -3.832399, -3.200801], [-2.187834, 6.370001, -1.907901], [-2.450934, 4.965601, -0.857101], [-2.695134, 4.817901, -2.595001], [-0.019534, 5.351301, -1.217301], [-0.248434, 5.212401, -2.961801], [0.354766, 2.038301, -4.830701], [-0.106434, 3.723701, -4.576901], [-2.059434, 1.397501, -4.931501], [-1.660734, 2.604601, -6.163701], [-2.520634, 3.081501, -4.694601], [-0.271434, -0.129399, -3.983801], [-1.060534, -4.087499, -4.167401], [0.062266, -2.723399, -4.257001], [-2.695434, -2.818199, -5.579501], [-1.133534, -2.979499, -6.391701], [-1.574734, -1.449499, -5.621701], [-4.456134, -2.810499, -0.099001], [-1.096534, -0.477699, 4.637599], [-0.117934, 4.232401, 0.673899], [1.788766, 2.348901, 5.269999], [1.749066, 0.595201, 5.074699], [-0.616134, 2.124201, 6.263099], [0.738066, 1.554301, 7.248699], [-0.264034, 0.399301, 6.394999], [1.203666, 4.727201, 2.552299], [1.551766, 4.165701, 4.190699], [-1.263734, 4.829001, 3.194499], [-0.250834, 5.939601, 4.121599], [-0.798734, 4.430301, 4.851999], [-5.968934, -2.493299, 3.263699], [-5.889134, -2.722099, 1.506899], [-6.467134, -0.069199, 2.909199], [-7.656334, -1.077699, 2.072499], [-6.344434, -0.304499, 1.168599], [-4.833334, -1.414099, 5.022999], [-3.307334, -0.630299, 5.427299], [-3.608434, -3.592499, 4.707299], [-3.389634, -2.967199, 6.349299], [-2.103034, -2.800899, 5.137999], [-3.686434, -4.593299, -1.454601], [-2.861534, -4.906999, -2.983101], [-5.280234, -3.062099, -2.691801], [-5.325334, -4.719599, -3.310801], [-4.453934, -3.465599, -4.191901], [0.034566, -2.552399, 1.135499], [2.906766, -0.034999, 1.988399], [3.918666, -0.341599, 3.414299], [4.595466, -0.535199, 4.330799], [7.713166, 0.610801, 1.306699], [7.137266, -0.216499, 0.198499], [6.080266, -1.088399, 0.428099], [5.545666, -1.854099, -0.592001], [6.076566, -1.771299, -1.874301], [5.605166, -2.534299, -2.960601], [4.401966, -3.118399, -3.232001], [4.339366, -4.058599, -4.005601], [3.243666, -2.631399, -2.669501], [2.906566, -1.425899, -2.070101], [3.636066, -0.243399, -2.187901], [3.210166, 0.855601, -1.466401], [2.061366, 0.773401, -0.698701], [1.300866, -0.323299, -0.661801], [1.718966, -1.385899, -1.337401], [7.155066, -0.920599, -2.107701], [7.669666, -0.150399, -1.084501], [7.021866, 0.659101, 2.143199], [7.930966, 1.621701, 0.964699], [8.646066, 0.167301, 1.656999], [5.660666, -1.166899, 1.419599], [4.721366, -2.516799, -0.379101], [6.328866, -2.871099, -3.582701], [2.488666, -3.303999, -2.731601], [4.507866, -0.177999, -2.818501], [3.773366, 1.775801, -1.487601], [1.737566, 1.623601, -0.112701], [1.104866, -2.279499, -1.287301], [7.581566, -0.861299, -3.101201], [8.500566, 0.512501, -1.287501]],
  "atomic_forces_ev_per_a": [[0.3, -0.6, 0.1], [0.2, 0.1, 0.0], [-0.2, -0.1, 0.0], [0.1, -0.2, 0.0], [0.2, 0.0, 0.2], [-0.2, -0.1, 0.1], [0.2, 0.1, 0.0], [0.0, 0.0, -0.5], [-0.2, 0.0, 0.2], [-0.2, 0.3, -0.6], [0.0, -0.2, 0.4], [-0.2, 0.1, -0.1], [0.2, -0.1, 0.1], [0.4, 0.2, 0.0], [-0.6, -0.2, 0.2], [0.4, 0.2, -0.1], [-0.4, -0.3, 0.0], [-0.3, -0.2, 0.4], [-0.3, 0.1, 0.1], [0.4, 0.3, -0.3], [-0.7, -0.3, 0.8], [0.2, 0.2, 0.0], [-0.2, 1.1, -0.4], [0.1, -0.4, 0.5], [0.0, 0.5, -0.1], [-0.1, 0.2, 0.0], [0.0, -0.5, 0.4], [0.3, 0.5, -0.5], [-0.2, 0.0, 0.1], [0.0, 0.0, 0.0], [-0.1, -0.1, 0.0], [0.2, 0.1, -0.1], [0.0, 0.0, -0.3], [0.3, 0.1, 0.0], [0.1, 0.2, 0.0], [0.0, -0.2, 0.0], [0.1, -0.1, -0.1], [-0.2, 0.2, 0.1], [-0.3, -0.2, -0.5], [0.0, 0.2, -0.1], [0.1, -0.1, 0.1], [-0.1, 0.1, 0.0], [-0.1, 0.0, 0.1], [-0.1, 0.0, 0.0], [0.1, 0.0, -0.1], [0.1, 0.0, 0.0], [0.0, 0.1, 0.0], [0.1, -0.1, 0.0], [-0.1, -0.1, 0.0], [-0.1, 0.0, -0.1], [-0.1, 0.0, 0.0], [0.0, 0.0, -0.1], [0.1, 0.0, 0.0], [0.0, -0.1, 0.0], [-0.1, 0.0, 0.0], [0.0, 0.0, -0.1], [-0.1, 0.1, -0.1], [0.0, 0.0, -0.1], [0.0, 0.1, 0.1], [0.1, 0.0, 0.0], [0.0, -0.1, 0.0], [0.1, 0.1, 0.0], [-0.1, 0.0, 0.1], [0.0, 0.0, 0.1], [-0.1, -0.1, 0.0], [0.1, 0.0, 0.0], [0.1, 0.0, -0.1], [-0.1, 0.0, 0.0], [0.0, 0.1, 0.0], [-0.1, -0.1, 0.0], [0.0, -0.1, -0.1], [0.0, -0.1, 0.1], [0.0, 0.1, 0.1], [-0.1, 0.0, 0.0], [0.0, 0.1, -0.1], [0.0, 0.0, 0.1], [-0.1, 0.0, 0.1], [0.0, -0.1, 0.0], [0.0, -0.1, 0.1], [0.1, -0.1, 0.0], [0.0, -0.1, -0.1], [0.0, 0.0, 0.1], [-0.1, 0.1, 0.0], [-0.2, -0.1, 0.0], [0.0, 0.1, -0.1], [0.1, -0.2, 0.0], [-0.4, 0.1, -0.7], [0.2, 0.0, 0.3], [0.6, -0.2, 0.8], [0.0, -0.1, 0.0], [0.0, 0.0, -0.1], [0.1, 0.1, 0.0], [0.2, -0.2, -0.2], [0.2, 0.1, 0.5], [0.4, 0.1, -0.3], [-0.2, 0.0, -0.1], [0.0, -0.3, -0.2], [-0.2, -0.5, 0.0], [-0.3, 0.8, 0.3], [-0.3, -0.1, 0.0], [-0.2, -0.1, 0.0], [0.1, 0.3, -0.2], [0.3, -0.1, -0.1], [0.5, -0.4, -0.2], [-0.1, -0.1, -0.1], [0.0, 0.0, 0.1], [0.0, 0.1, 0.1], [0.0, 0.1, 0.0], [0.1, 0.0, 0.1], [-0.1, 0.0, 0.1], [-0.1, -0.1, 0.0], [-0.3, 0.0, 0.1], [0.2, 0.1, -0.1], [0.0, 0.0, 0.0], [0.0, 0.1, 0.0], [0.0, -0.1, 0.0], [0.0, 0.1, 0.1], [0.0, 0.0, -0.1], [0.1, 0.1, 0.0]],
  "mulliken_charge": [-0.632, -1.167, -1.352, -0.071, 0.954, -1.068, -1.039, -0.144, -0.894, 0.089, 0.888, -0.935, -1.070, 0.536, -0.495, -0.088, 0.302, 1.001, -0.707, -1.041, 0.749, 0.314, 0.007, -0.787, 0.250, 1.043, -0.021, 0.665, -0.948, -1.303, -1.110, -1.211, 1.024, 0.005, -1.273, -1.226, -1.226, -1.204, 0.251, -1.230, -1.114, 0.439, 0.278, 0.236, 0.322, 0.411, 0.315, 0.338, 0.171, 0.421, 0.252, 0.709, 0.471, -0.041, 0.224, 0.436, 0.153, 0.347, 0.367, 0.481, 0.405, 0.098, 0.270, 0.440, 0.348, 0.360, 0.494, 0.286, 0.424, 0.240, 0.418, 0.299, 0.288, 0.438, 0.275, 0.473, 0.436, 0.292, 0.401, 0.313, 0.407, 0.470, 0.297, 0.401, 0.207, -0.473, 0.119, 0.029, -0.802, -1.539, 0.619, -0.735, 0.106, -0.108, -0.006, 0.204, -0.753, 0.047, -0.263, -0.484, -1.972, -0.276, 2.599, -0.990, -0.348, -0.815, 0.319, 0.379, 0.321, 0.566, 0.464, 0.258, 0.186, 0.742, 0.606, 0.232, 0.180, 0.401, 0.362]
}



{
  "formula": "C9H27CrF2N10O22S2",
  "method": "ωB97M-V with the def2-TZVPD basis set",
  "multiplicity": 5,
  "orbital_gap_ev": [7.80, 8.52],
  "total_charge": 1,
  "homo_energy_ev": [-12.862, -12.862],
  "lumo_ha": [-0.186, -0.160],
  "total_energy_ev": -125211.475,
  "elements": ["Cr", "N", "S", "O", "O", "F", "S", "O", "O", "F", "C", "N", "O", "O", "H", "H", "H", "C", "N", "O", "O", "H", "H", "H", "C", "N", "O", "O", "H", "H", "H", "C", "N", "O", "O", "H", "H", "H", "C", "N", "O", "O", "H", "H", "H", "C", "N", "O", "O", "H", "H", "H", "C", "N", "O", "O", "H", "H", "H", "C", "N", "O", "O", "H", "H", "H", "C", "N", "O", "O", "H", "H", "H"],
  "coordinates": [[-0.849730, 1.178537, -1.919269], [-0.069154, 0.003541, -0.467046], [0.769961, -1.387914, -0.455651], [0.017175, -2.573824, -0.187655], [2.139421, -1.339403, -0.128907], [0.815075, -1.524466, -2.094366], [-0.006102, 0.357681, 1.192849], [1.116948, 1.033751, 1.714406], [-0.592954, -0.733922, 1.878601], [-1.177732, 1.417489, 1.161182], [-3.629379, 4.820265, 0.055026], [-2.245239, 4.303779, 0.012881], [-1.374999, 4.953588, 0.539940], [-2.051211, 3.247016, -0.563104], [-3.778633, 5.312982, 1.007871], [-4.314327, 3.995912, -0.111145], [-3.754863, 5.536278, -0.754815], [4.363934, 0.653583, 2.957847], [3.917991, 2.042826, 3.293466], [3.628738, 2.272107, 4.444851], [3.780531, 2.836081, 2.388483], [3.459241, 0.099122, 2.735735], [4.904492, 0.283484, 3.818809], [4.973581, 0.692701, 2.061764], [-1.904886, -1.131275, -5.409715], [-1.541934, -1.518142, -4.019592], [-1.391335, -2.659063, -3.761521], [-1.447038, -0.609144, -3.172464], [-1.255894, -0.307823, -5.691859], [-2.946400, -0.829587, -5.414646], [-1.714779, -1.993146, -6.037186], [1.277523, -3.907858, 2.636245], [1.550686, -2.704891, 3.473780], [1.321292, -2.790936, 4.652195], [1.939357, -1.698697, 2.908623], [0.248253, -3.789018, 2.310816], [1.495527, -4.785743, 3.226717], [1.916579, -3.843908, 1.760818], [0.070490, 3.596218, 3.849361], [0.664082, 4.949908, 3.801353], [0.884899, 5.501777, 4.849147], [0.887039, 5.416374, 2.699274], [-0.779984, 3.561938, 4.523925], [0.833860, 2.895854, 4.175570], [-0.300169, 3.377247, 2.852790], [1.960921, 4.112587, -0.097258], [1.108687, 3.709361, -1.238579], [0.989124, 4.428120, -2.175451], [0.533830, 2.608099, -1.149237], [2.039322, 3.280946, 0.593424], [1.412511, 4.903001, 0.421158], [2.896087, 4.481473, -0.497344], [-2.144944, -4.973096, -0.565097], [-3.626609, -4.848015, -0.375844], [-4.250195, -4.169069, -1.175982], [-4.093173, -5.308261, 0.643187], [-1.795171, -4.168664, -1.200895], [-1.965986, -5.960268, -0.974988], [-1.723001, -4.810822, 0.420394], [-3.638952, -1.211595, -0.053073], [-3.797272, 0.176183, -0.574281], [-4.783195, 0.790499, -0.309239], [-2.898814, 0.627430, -1.297228], [-4.025196, -1.226040, 0.959556], [-2.580656, -1.454889, -0.073345], [-4.228058, -1.847794, -0.710751], [2.967306, -3.348251, -4.249621], [4.259432, -3.307830, -3.499094], [5.032786, -4.230935, -3.656438], [4.442070, -2.347921, -2.769882], [2.209390, -2.983643, -3.564365], [2.766791, -4.387469, -4.483633], [3.083029, -2.744411, -5.141479]],
  "atomic_forces_ev_per_a": [[0.0, 0.0, 0.9], [1.3, -0.3, 2.6], [0.2, -3.2, -4.6], [-0.3, 0.8, 0.9], [0.1, 0.9, 0.9], [0.1, 0.8, 0.7], [-2.1, 1.0, 0.4], [0.3, 0.1, -0.7], [0.3, -0.4, 0.1], [0.3, 0.2, -0.3], [-0.5, 0.0, -0.1], [0.3, 0.3, 0.2], [0.0, 0.0, -0.1], [-0.3, -0.3, -0.5], [0.0, 0.0, 0.0], [0.1, -0.1, 0.1], [0.2, 0.1, 0.0], [0.2, 0.4, -0.2], [-0.3, -0.4, 0.1], [0.1, 0.0, 0.2], [0.1, 0.3, -0.5], [-0.1, -0.1, 0.2], [-0.1, -0.2, 0.0], [0.1, 0.1, 0.0], [0.4, 0.1, -0.1], [-0.1, 1.1, 0.1], [0.1, -0.9, 0.3], [-0.1, 0.3, -0.4], [-0.1, 0.1, 0.0], [-0.1, 0.0, 0.1], [-0.2, -0.1, 0.0], [0.4, 0.5, -0.4], [0.0, 0.0, -0.2], [0.0, 0.0, 0.4], [0.1, -0.1, 0.0], [-0.1, -0.3, 0.2], [-0.3, -0.1, 0.1], [0.0, 0.0, 0.0], [-0.5, -0.5, -0.3], [-0.1, 0.1, 0.2], [0.0, 0.1, 0.1], [0.1, 0.1, -0.2], [0.2, 0.3, 0.3], [0.1, 0.0, 0.0], [0.3, -0.1, -0.1], [-0.4, 0.0, 0.6], [0.0, -0.1, 0.0], [-0.1, 0.2, -0.4], [0.0, -0.7, -0.1], [0.3, -0.1, -0.2], [0.1, 0.1, -0.2], [0.1, 0.0, 0.0], [-0.3, 0.3, 0.1], [0.1, 0.9, 0.7], [0.0, -0.2, -0.2], [0.1, -0.2, -0.4], [-0.2, -0.1, -0.3], [0.2, 0.0, 0.1], [0.1, -0.4, 0.1], [0.2, 0.2, 0.0], [0.2, 0.0, 0.1], [-0.1, 0.1, 0.0], [0.0, 0.1, -0.3], [-0.2, 0.0, 0.0], [0.0, -0.1, -0.1], [0.0, -0.1, 0.0], [0.0, -0.5, 0.5], [0.2, 0.0, 0.2], [-0.2, 0.3, 0.0], [-0.1, -0.3, -0.3], [0.0, 0.3, -0.2], [0.1, 0.0, -0.2], [0.0, 0.1, 0.0]],
  "mulliken_charge": [1.339, 0.427, 0.432, -0.380, -0.482, -0.333, 0.805, -0.371, -0.596, -0.264, -0.896, 0.825, -0.469, -0.316, 0.340, 0.312, 0.310, -0.362, 0.956, -0.554, -0.552, 0.025, 0.284, 0.252, -0.848, 0.681, -0.411, -0.229, 0.316, 0.307, 0.335, -0.708, 0.852, -0.542, -0.431, 0.219, 0.335, 0.241, -0.399, 0.978, -0.557, -0.533, 0.358, 0.232, -0.105, -0.475, 0.798, -0.552, -0.277, 0.022, 0.323, 0.309, -0.504, 0.966, -0.562, -0.536, 0.031, 0.370, 0.249, -0.449, 0.685, -0.460, -0.360, 0.332, -0.101, 0.393, -0.493, 0.899, -0.520, -0.517, -0.004, 0.326, 0.283]
}



{
  "formula": "CHNO3S",
  "method": "ωB97M-V with the def2-TZVPD basis set",
  "orbital_gap_ev": 5.23,
  "total_charge": -2,
  "homo_energy_ev": 1.343,
  "lumo_ha": 0.242,
  "total_energy_ev": -19517.399,
  "de_lowest_kj_mol": 217.5,
  "elements": ["C", "N", "O", "O", "O", "S", "H"],
  "coordinates": [[1.113869, 0.262741, -0.006016], [0.343862, -0.676024, -0.028341], [-1.968078, 0.045270, -1.308535], [1.320678, 1.456049, -0.095595], [-1.921733, 0.172036, 1.206036], [-1.516144, -0.606388, -0.005097], [2.627547, -0.653687, 0.237546]],
  "atomic_forces_ev_per_a": [[2.2, 1.9, -0.1], [-2.8, -2.4, 0.1], [0.6, -0.3, 1.3], [0.3, -0.2, 0.2], [0.3, 0.2, -0.4], [-0.1, 0.0, -1.0], [-0.5, 0.8, -0.2]],
  "mulliken_charge": [-1.202, -0.067, -0.624, -0.266, -0.596, 0.346, 0.409]
}